Molecular formula: C3H2N2O
Method: DFT, wB97M-V/def2-TZVPD

Last columns: bonded neighbours and bond lengths (Å).
CARTESIAN COORDINATES (ANGSTROEM)
1 N -2.6554 -0.4857 -0.2847  C2 1.149
2 C -1.5975 -0.0698 -0.1183  N1 1.149, C3 1.647
3 C -0.0956 0.5230 0.2056  C2 1.647, N4 1.456, C5 1.418, H7 1.161
4 N 0.9817 -0.3128 0.7164  C3 1.456, C5 1.353, H8 1.012
5 C 0.9852 0.0581 -0.5851  C3 1.418, N4 1.353, O6 1.173
6 O 1.5850 -0.0276 -1.5900  C5 1.173
7 H -0.0432 1.5900 0.6608  C3 1.161
8 H 0.8397 -1.2752 0.9954  N4 1.012

As for the frontier orbital gap: 11.157 eV. For the energy above the lowest of the compared OMol25 structures with the same formula, charge and spin, the calculation gives 1.525 eV. Its SMILES is N#C[C@H]1NC1=O. The HOMO energy comes out at -10.65 eV. For the total energy, the calculation gives -8168.1878 eV.